(1)
ORCA calculation (the ωB97M-V functional and the def2-TZVPD basis) on a cluster of 2 separate species, C5H14NSe in total at a distorted geometry.

Summary:
Kohn-Sham gap (spin up / spin down), Eh: 0.2173 / 0.2164
HOMO level (spin up / spin down), eV: -12.3261 / -12.2951
Calculated total energy, eV: -72237.25855
Max |F|, eV/A: 4.05

Geometry as ORCA input:
```
! RIJCOSX wB97M-V def2-TZVPD def2/J DEFGRID3
* xyz 1 1
C -0.10680 1.13927 1.69083
C -0.93831 -1.01332 -1.35874
C -2.13880 -1.11721 0.82305
C 3.29378 0.97049 -1.21342
C -0.44032 0.64832 0.27063
N -0.93369 -0.72098 0.12432
Se 2.36269 -0.68262 -0.48066
H 0.15369 0.20683 2.24379
H -0.92254 1.52949 2.21669
H 0.61939 1.87690 1.79534
H -0.03553 -0.60852 -1.74755
H -1.06122 -2.10487 -1.64744
H -1.82634 -0.46086 -1.83173
H -2.85180 -0.47069 0.40610
H -2.29793 -2.24783 0.70111
H -2.05200 -0.87037 1.83996
H 4.21903 1.05175 -0.68160
H 3.39498 0.89991 -2.25804
H 2.55145 1.73016 -0.86454
H -0.95201 1.39735 -0.41579
H -0.03773 -1.15320 0.38770
*
```


(2)
ORCA calculation (the ωB97M-V functional and the def2-TZVPD basis) on a cluster of 2 separate species, C5H14O in total at a distorted geometry.

Summary:
Kohn-Sham gap, Eh: 0.4143
HOMO level, eV: -10.3690
Calculated total energy, eV: -7458.83733
SMILES: CC(C)O.CC
Max |F|, eV/A: 2.92

Geometry as ORCA input:
```
! RIJCOSX wB97M-V def2-TZVPD def2/J DEFGRID3
* xyz 0 1
C -0.04307 1.28204 -0.42510
C -1.53000 1.32878 -0.86291
C 0.68847 0.64629 -1.59801
O 0.19037 2.70415 -0.28874
H 0.19405 0.70097 0.46523
H -1.90030 0.35539 -1.20587
H 0.32426 1.00832 -2.56541
H 1.74818 0.92495 -1.68587
H 0.60927 -0.43951 -1.61652
H 1.08026 2.79877 0.08667
H -1.76674 2.14968 -1.52444
H -2.16451 1.42008 0.03008
C 0.35579 -2.19422 1.03878
C 0.28476 -3.36618 2.01080
H 0.71115 -2.44359 0.03927
H -0.62442 -1.72396 0.98529
H 1.09651 -1.44379 1.33210
H 0.31088 -4.33894 1.52306
H 1.08393 -3.38574 2.75758
H -0.59446 -3.31295 2.65665
*
```


Which of these has the lowest calculated total energy? C5H14NSe


Which value of calculated total energy does entry 2 give? -7458.83733 eV


Among the records above, which one has the lowest max |F|? C5H14O


What is the formula in the first record? C5H14NSe